The following is a quantum chemistry calculation of a 10-piece molecular cluster, H20O10 overall, from OMol25.

```
30
Properties=species:S:1:pos:R:3:mulliken_charge:R:1
O -0.4941 -0.8652 2.9905 -0.658
H 0.3566 -1.0505 3.3883 0.354
H -1.0493 -0.6001 3.7238 0.267
O -0.1984 3.1786 -1.8398 -0.676
H 0.0216 2.2803 -1.5930 0.360
H 0.5413 3.4687 -2.3736 0.326
O 0.6042 -3.0295 1.2556 -0.589
H 0.3790 -2.4730 2.0012 0.313
H -0.2386 -3.2587 0.8640 0.296
O 1.7831 0.8689 -2.0883 -0.633
H 1.1483 0.5126 -2.7099 0.400
H 1.3766 0.7424 -1.2310 0.327
O 1.1638 -2.9951 -1.9615 -0.615
H 1.6882 -2.3414 -1.4991 0.315
H 0.5613 -2.4822 -2.5002 0.314
O -0.1079 -0.7236 -3.2988 -0.685
H -0.7713 -0.9488 -2.6466 0.369
H -0.6090 -0.4281 -4.0588 0.302
O 0.3086 0.5361 0.2477 -0.628
H 0.1108 0.3962 1.1738 0.267
H -0.0071 -0.2558 -0.1874 0.310
O 1.0936 2.5716 3.8710 -0.616
H 0.9886 1.9097 4.5543 0.292
H 0.3399 2.4436 3.2950 0.347
O -1.1863 2.9394 1.8549 -0.659
H -1.1191 3.8911 1.7766 0.321
H -0.6807 2.6015 1.1157 0.314
O -1.6910 -2.0611 -1.4064 -0.580
H -1.7733 -2.9659 -1.7077 0.288
H -2.5394 -1.8619 -1.0103 0.256
```

Calculated values
- Charge: 0
- Relative energy (zero: lowest compared OMol25 entry of this formula, charge and spin): 243.9 kJ/mol
- E_LUMO: -0.27 eV
- Calculated total energy: -20800.08453 eV
- Structure (SMILES): O.O.O.O.O.O.O.O.O.O
- Maximum force: 0.015 Eh/bohr

=====

The following is a quantum chemistry calculation of a 8-piece molecular cluster, C52H126N6O10 overall, from OMol25.

```
194
Properties=species:S:1:pos:R:3:mulliken_charge:R:1
C -6.0244 3.1019 3.9910 -1.323
C -4.9220 4.0974 4.3093 -0.070
N -5.1661 5.5706 3.9733 0.098
C -5.6020 5.7425 2.5590 -1.117
C -6.3445 6.2139 4.8569 -0.386
C -6.7290 7.6683 4.6434 -1.376
C -3.8856 6.4867 4.1792 -0.634
C -3.5732 6.7709 5.7117 -0.670
O -3.6866 5.6808 6.6168 -0.287
C -3.2448 5.9684 7.9824 -0.777
H -6.9078 3.3287 4.5879 0.380
H -5.8052 2.0737 4.2786 0.376
H -6.5220 3.1107 3.0212 0.340
H -4.0572 3.7949 3.7189 0.352
H -4.8148 4.0543 5.3932 0.194
H -4.8207 5.3249 1.9239 0.384
H -5.8485 6.7978 2.4422 0.518
H -6.4368 5.0682 2.3673 0.320
H -6.2115 5.9990 5.9172 0.505
H -7.2111 5.5777 4.6769 0.423
H -7.4878 7.9198 5.3845 0.411
H -7.2175 7.7640 3.6738 0.401
H -6.0150 8.4853 4.7474 0.286
H -4.0041 7.4452 3.6738 0.340
H -3.0540 5.9074 3.7779 0.514
H -4.0466 7.6808 6.0806 0.436
H -2.5222 7.0380 5.6015 0.477
H -2.1555 5.9482 7.9498 0.307
H -3.6397 5.1356 8.5643 0.253
H -3.6021 6.9035 8.4136 0.325
C -6.2841 0.1261 -12.5258 -1.363
C -6.9558 0.0079 -11.0657 -0.310
N -8.5104 0.0174 -10.9477 0.078
C -9.0246 1.4979 -10.9722 -0.923
C -9.1205 -0.6357 -12.1892 -0.590
C -8.6447 -2.1349 -12.3934 -1.102
C -8.8585 -0.5760 -9.5618 -0.498
C -8.4799 0.0779 -8.2150 -0.846
O -7.0818 0.3131 -8.0734 -0.301
C -6.6586 1.1022 -6.9732 -0.754
H -6.5415 1.0634 -13.0189 0.381
H -6.6030 -0.5429 -13.3252 0.283
H -5.2002 0.0660 -12.4267 0.399
H -6.6107 0.7924 -10.3923 0.430
H -6.7630 -1.0166 -10.7472 0.428
H -8.4620 2.0915 -10.2517 0.349
H -10.0509 1.5235 -10.6062 0.423
H -9.0542 1.9481 -11.9645 0.377
H -8.9767 -0.0337 -13.0864 0.412
H -10.1391 -0.4473 -11.8499 0.565
H -7.7096 -2.2600 -12.9393 0.326
H -9.3509 -2.5214 -13.1283 0.407
H -8.5044 -2.6747 -11.4569 0.275
H -8.6339 -1.6415 -9.5138 0.411
H -9.9375 -0.5326 -9.4137 0.342
H -8.7048 -0.5806 -7.3760 0.485
H -9.0537 0.9864 -8.0323 0.426
H -7.1660 0.6667 -6.1124 0.311
H -6.9897 2.1381 -7.0467 0.310
H -5.5840 1.1910 -6.8133 0.268
C 7.2887 5.0005 -2.4077 -1.233
C 7.1372 6.4895 -2.7244 -0.285
N 5.6353 6.9752 -2.5284 0.130
C 4.6144 5.9736 -3.2341 -0.907
C 5.3755 6.9807 -0.9468 -0.677
C 3.9479 7.4068 -0.5574 -1.072
C 5.4237 8.4096 -3.0910 -0.688
C 6.2538 9.5441 -2.4486 -0.742
O 5.8396 9.8246 -1.1240 -0.316
C 4.7963 10.7934 -1.0848 -0.721
H 8.3403 4.7472 -2.5425 0.411
H 6.9413 4.4196 -3.2621 0.354
H 6.8472 4.7119 -1.4539 0.321
H 7.3882 6.6811 -3.7676 0.405
H 7.7184 6.9428 -1.9214 0.341
H 4.3099 5.2478 -2.4800 0.340
H 4.9988 5.7365 -4.2261 0.443
H 3.7840 6.6158 -3.5278 0.362
H 6.0222 7.5577 -0.2857 0.419
H 5.3889 5.9194 -0.6987 0.544
H 3.5305 7.6987 0.4063 0.330
H 3.3260 6.5476 -0.8087 0.325
H 3.5637 8.1887 -1.2125 0.209
H 4.3701 8.6855 -3.0480 0.418
H 5.7195 8.3613 -4.1390 0.554
H 6.2224 10.4159 -3.1021 0.494
H 7.3239 9.3503 -2.3743 0.339
H 5.1237 11.6614 -1.6570 0.346
H 4.6177 11.1817 -0.0820 0.282
H 3.7878 10.4403 -1.3004 0.275
C 7.6262 3.1168 9.3684 -1.135
C 7.6385 2.7925 7.8822 -0.518
N 6.2908 3.1469 7.1195 -0.209
C 6.5332 2.7452 5.5874 -0.946
C 5.0316 2.2622 7.6390 -0.306
C 5.3735 0.8364 7.8535 -1.160
C 5.8024 4.6776 7.2196 -0.688
C 6.8294 5.7837 6.8168 -0.480
O 6.1848 7.0487 6.8124 -0.355
C 6.9116 8.0926 6.1347 -0.732
H 6.9418 2.5596 10.0081 0.278
H 7.3789 4.1762 9.3006 0.288
H 8.6207 3.0550 9.8104 0.396
H 7.8706 1.7704 7.5830 0.508
H 8.3485 3.3864 7.3066 0.513
H 6.6517 1.6631 5.5327 0.428
H 7.3860 3.2781 5.1669 0.398
H 5.6935 2.9678 4.9290 0.398
H 4.2774 2.4015 6.8645 0.492
H 4.5565 2.6945 8.5196 0.413
H 6.1024 0.4748 7.1282 0.290
H 4.4230 0.3257 7.6990 0.374
H 5.7300 0.5135 8.8316 0.329
H 5.5351 4.7289 8.2751 0.425
H 4.9505 4.6943 6.5398 0.406
H 7.1766 5.6310 5.7949 0.355
H 7.7278 5.8268 7.4326 0.346
H 6.2511 8.9162 5.8632 0.249
H 7.4606 7.8268 5.2314 0.311
H 7.6971 8.3120 6.8578 0.332
C 2.8112 -6.3198 -2.1855 -0.982
C 4.2502 -5.6916 -2.1349 -0.939
N 5.4080 -6.3207 -1.3167 0.412
C 5.4751 -7.8332 -1.7712 -0.972
C 6.7319 -5.7042 -1.7900 -0.456
C 6.7427 -4.1328 -1.8536 -1.079
C 5.2640 -6.0197 0.2434 -0.587
C 4.1052 -6.6442 1.0716 -0.845
O 4.1724 -8.0242 1.1485 -0.369
C 5.2083 -8.5132 1.9734 -0.685
H 2.5141 -6.3927 -1.1393 0.162
H 2.8822 -7.2710 -2.7130 0.317
H 2.1891 -5.5169 -2.5808 0.415
H 4.0616 -4.6369 -1.9345 0.489
H 4.6446 -5.7055 -3.1510 0.565
H 5.4013 -7.9300 -2.8543 0.405
H 4.7358 -8.4582 -1.2702 0.375
H 6.3171 -8.2825 -1.2446 0.395
H 6.9704 -6.0772 -2.7860 0.418
H 7.4629 -6.1902 -1.1438 0.437
H 6.6771 -3.8216 -0.8110 0.334
H 5.8908 -3.7847 -2.4376 0.274
H 7.6351 -3.6763 -2.2817 0.411
H 5.2714 -4.9386 0.3824 0.322
H 6.2226 -6.3850 0.6117 0.556
H 3.1264 -6.3524 0.6908 0.332
H 4.0467 -6.2569 2.0887 0.441
H 5.1070 -9.5714 2.2143 0.273
H 5.3955 -8.0236 2.9291 0.346
H 6.1275 -8.4804 1.3885 0.233
C -3.1613 -14.3142 2.5295 -1.148
C -3.4773 -13.2886 3.6884 -0.377
N -4.0451 -11.8514 3.2027 -0.134
C -2.9895 -11.2402 2.2443 -1.008
C -5.3869 -11.8905 2.4106 -0.539
C -6.6273 -12.3197 3.3966 -1.177
C -4.1637 -10.9066 4.4594 -0.703
C -4.9730 -9.5486 4.2128 -0.665
O -4.5396 -8.6827 3.1035 -0.308
C -4.0474 -7.3926 3.4161 -0.796
H -3.0507 -15.3336 2.8991 0.399
H -2.2757 -14.0853 1.9367 0.313
H -4.0951 -14.3646 1.9695 0.329
H -2.6549 -12.9782 4.3330 0.419
H -4.2785 -13.6557 4.3297 0.406
H -3.2954 -10.2107 2.0584 0.440
H -2.9578 -11.7903 1.3038 0.433
H -2.0125 -10.9826 2.6532 0.352
H -5.1309 -12.5184 1.5573 0.597
H -5.5780 -10.9101 1.9743 0.386
H -6.9796 -11.5377 4.0693 0.285
H -6.6347 -13.3453 3.7656 0.325
H -7.4795 -12.2628 2.7194 0.433
H -3.1830 -10.7271 4.9000 0.547
H -4.6428 -11.5095 5.2309 0.483
H -4.8918 -9.1635 5.2293 0.532
H -6.0566 -9.5704 4.0969 0.283
H -4.3312 -7.0206 4.4006 0.329
H -4.3256 -6.6762 2.6431 0.268
H -2.9640 -7.3285 3.5173 0.297
C -0.1572 -0.2103 -0.1924 -0.707
C 1.0264 0.2307 0.6609 0.526
O 0.8483 1.1134 1.5055 -0.729
O 2.1840 -0.1269 0.3289 -0.747
H -1.0951 0.3114 -0.0023 0.253
H -0.1975 -1.2961 -0.1054 0.180
H 0.0386 0.0426 -1.2344 0.224
C 0.4300 1.5594 -8.8108 -0.696
C 1.1879 2.4385 -9.7321 0.524
O 0.7255 2.4644 -10.8667 -0.683
O 2.3208 3.0065 -9.4438 -0.783
H 0.6713 0.5304 -9.0775 0.164
H -0.6526 1.5988 -8.9308 0.221
H 0.6257 1.8133 -7.7690 0.254
```

Calculated values
- Charge: +4
- Relative energy (zero: lowest compared OMol25 entry of this formula, charge and spin): 838.0 kJ/mol
- E_LUMO: -5.20 eV
- Calculated total energy: -85335.64099 eV
- Maximum force: 0.075 Eh/bohr

=====

The following is a quantum chemistry calculation of a 2-piece molecular cluster, C4H13N4 overall, from OMol25.

```
21
Properties=species:S:1:pos:R:3:mulliken_charge:R:1
C 2.0683 0.4732 0.0602 0.498
C -1.8763 -0.9802 0.6412 -1.094
C -1.9297 0.8093 -0.8363 -1.023
C -1.4450 0.2517 0.3876 0.436
N 3.0734 -0.3926 0.5620 -0.517
N 2.1976 1.7797 -0.1001 -0.400
N 0.9567 -0.0687 -0.4414 -0.447
N 0.7396 -1.5733 -0.4411 -0.289
H -2.5047 -1.5444 -0.1332 0.224
H -0.1177 -1.4813 0.4237 0.355
H -1.9084 -1.5332 1.6402 0.379
H -2.7237 0.0933 -1.3918 0.292
H -1.1538 1.1581 -1.5621 0.275
H -2.5610 1.6379 -0.5189 0.321
H -0.9304 0.7885 1.1667 0.319
H 3.8384 0.1243 0.8305 0.237
H 2.8726 2.4157 0.4853 0.298
H 1.3977 2.2258 -0.2946 0.237
H 0.3202 -1.8236 -1.2794 0.316
H 3.4325 -1.1875 -0.0170 0.231
H 1.6039 -2.0941 -0.1414 0.349
```

Calculated values
- Charge: +1
- Relative energy (zero: lowest compared OMol25 entry of this formula, charge and spin): 444.1 kJ/mol
- E_LUMO: -3.14 eV
- Calculated total energy: -10309.48545 eV
- Maximum force: 0.136 Eh/bohr

=====

The following is a quantum chemistry calculation of C24H34CdCl2N9O2 as an isolated structure, from OMol25.

```
72
Properties=species:S:1:pos:R:3:mulliken_charge:R:1
Cd 0.9735 -0.1469 -0.1699 3.548
N -0.6049 0.7289 1.4666 -0.347
C -0.1644 1.8669 2.2458 -0.891
C 1.3787 2.0389 2.2742 -1.099
N 2.1744 1.5732 1.0982 0.441
C 2.3681 2.7013 0.1495 -0.904
C 1.0344 3.0794 -0.6901 -0.902
N 0.4773 1.9446 -1.3627 -0.534
C 3.4343 1.0275 1.6117 -0.732
C 4.2466 0.2296 0.5486 -1.019
N 3.4333 -0.6397 -0.2830 -0.327
H -1.4382 0.9375 0.8647 0.292
H -0.9189 -0.0274 2.0837 0.259
H -0.5582 1.7120 3.2641 0.572
H -0.5073 2.8016 1.9194 0.328
H 1.6507 1.5515 3.2196 0.421
H 1.5076 3.0784 2.4406 0.283
H 3.1417 2.3498 -0.6043 0.438
H 2.6302 3.5708 0.7356 0.404
H 1.3644 3.8706 -1.3918 0.472
H 0.2714 3.5016 -0.0043 0.288
H 0.8919 1.7328 -2.3326 0.200
H -0.5589 2.1007 -1.5013 0.116
H 3.2661 0.3013 2.4045 0.625
H 4.0331 1.8476 1.9951 0.252
H 5.0580 -0.2950 1.0454 0.473
H 4.7854 1.0080 -0.0560 0.416
H 3.7510 -1.5760 -0.0744 0.315
H 3.5685 -0.6122 -1.2778 -0.258
C -1.6183 -2.3390 -0.6503 -0.704
N -1.1104 -1.4092 -1.6431 0.142
C -2.1565 -0.7948 -2.4241 -1.374
C -2.9735 0.1702 -1.6736 0.310
N -2.8215 0.6732 -0.4701 -0.277
C -3.9484 1.5490 -0.2282 0.107
C -4.1121 2.4286 0.8092 -0.242
C -5.3596 3.1213 0.7332 -0.560
C -6.1790 3.0964 -0.4060 -0.355
C -5.9260 2.3069 -1.5375 -0.857
C -4.8825 1.4036 -1.3359 0.300
N -4.1849 0.5635 -2.1938 -0.136
C -0.5496 -2.9173 0.2392 -0.066
N 0.6628 -2.4728 0.4182 -0.264
C 1.2619 -3.2071 1.4704 0.474
C 2.4520 -3.0593 2.1706 -0.430
C 2.4862 -3.7177 3.3788 -0.572
C 1.5265 -4.6595 3.7978 -0.435
C 0.3937 -4.9683 3.0743 -0.827
C 0.3276 -4.2452 1.8636 0.284
N -0.8088 -4.0097 1.0322 -0.144
H -2.2785 -3.1402 -1.0287 0.446
H -2.2282 -1.8168 0.1177 0.283
H -0.4181 -1.8023 -2.3437 0.251
H -2.8363 -1.5802 -2.8952 0.384
H -1.6809 -0.3391 -3.2878 0.466
H -3.4321 2.6891 1.6409 0.296
H -5.6582 3.7466 1.6257 0.324
H -6.9982 3.8078 -0.4355 0.380
H -6.6166 2.3049 -2.4086 0.312
H -4.4721 0.3307 -3.1291 0.240
H 3.1578 -2.2941 1.9293 0.152
H 3.3925 -3.6459 4.0009 0.362
H 1.6076 -5.0777 4.7924 0.381
H -0.1504 -5.8961 3.2211 0.349
H -1.5645 -4.6563 0.9872 0.255
Cl 1.9531 -1.9295 -5.3149 -0.176
C 2.7646 -0.5368 -4.5639 -0.081
Cl 4.4139 -1.0149 -3.8006 -0.219
C 1.8031 0.1470 -3.4803 0.354
O 1.8941 1.4115 -3.6169 -0.804
O 1.1605 -0.5712 -2.6889 -0.855
H 3.0173 0.0933 -5.3653 0.397
```

Calculated values
- Charge: +1
- Relative energy (zero: lowest compared OMol25 entry of this formula, charge and spin): 108.9 kJ/mol
- E_LUMO: -1.95 eV
- Calculated total energy: -72551.34042 eV
- Maximum force: 0.059 Eh/bohr

=====

The following is a quantum chemistry calculation of C27H27IrN4O4Te as an isolated structure, from OMol25.

```
64
Properties=species:S:1:pos:R:3:mulliken_charge:R:1
Ir 0.2783 -0.3698 0.7600 0.471
C 3.1039 2.4951 0.4550 -1.384
C 1.6460 2.6385 0.6569 0.124
N 0.7378 1.7004 0.9419 -0.327
C -0.4475 2.3728 1.2030 0.168
C -0.2749 3.6993 1.0203 0.251
N 1.0422 3.8369 0.6743 -0.059
C -1.1598 4.8957 1.0831 0.468
O -2.4168 4.6843 1.4092 -0.536
O -0.6892 5.9714 0.8229 -0.586
C -1.5792 1.5784 1.7182 1.400
O -2.6525 2.0771 1.9949 -0.789
O -1.2746 0.3194 1.8708 -0.855
H 3.4210 1.4943 0.7158 0.212
H 3.6349 3.1996 1.0962 0.443
H 3.3850 2.6999 -0.5784 0.360
H 1.4641 4.7412 0.5046 0.271
H -2.5970 3.7330 1.6297 0.382
C -4.3629 -3.2124 1.0445 -1.247
C -3.6135 -1.9476 1.4707 -0.974
C -3.6505 -0.8531 0.4293 1.038
C -4.8396 -0.1488 0.2512 -0.534
C -4.9258 0.9145 -0.6272 -1.146
C -3.8105 1.3067 -1.3517 -0.794
C -2.6067 0.6317 -1.2188 0.878
C -1.4317 1.0210 -2.0853 -0.258
C -1.3409 0.1610 -3.3495 -1.366
C -2.5594 -0.4568 -0.3410 -0.375
N -1.3009 -1.1599 -0.2067 0.927
C -1.3019 -2.4283 -0.4741 -0.169
C -0.1542 -3.1395 -0.0507 0.111
C 0.4217 -4.3900 -0.2690 -1.258
C 1.6450 -4.3599 0.3964 -0.599
C 1.7719 -3.1002 0.9882 -0.641
N 0.6369 -2.3733 0.7492 -0.020
H -4.3645 -3.9498 1.8469 0.422
H -3.9166 -3.6782 0.1632 0.270
H -5.3994 -2.9840 0.7947 0.367
H -2.5853 -2.1921 1.7402 0.284
H -4.0790 -1.5506 2.3739 0.586
H -5.7043 -0.4334 0.8391 0.504
H -5.8599 1.4492 -0.7388 0.435
H -3.8703 2.1509 -2.0286 0.495
H -0.4970 0.9230 -1.5288 -0.490
H -1.5393 2.0707 -2.3629 0.622
H -1.2160 -0.8947 -3.0977 0.272
H -0.4966 0.4630 -3.9711 0.415
H -2.2495 0.2532 -3.9450 0.354
H -2.1401 -2.8787 -0.9902 0.799
H -0.0016 -5.2000 -0.8403 0.530
H 2.3733 -5.1517 0.4623 0.508
H 2.4875 -2.7753 1.7263 0.808
Te 2.1276 -0.9604 -0.9830 0.420
C 4.1365 -0.5641 -0.4901 0.248
C 4.7610 -1.0274 0.6608 0.068
C 6.1076 -0.7568 0.8643 -0.727
C 6.8282 -0.0367 -0.0778 -0.492
C 6.2030 0.4162 -1.2315 -0.628
C 4.8572 0.1545 -1.4412 -0.490
H 4.2229 -1.5991 1.4027 0.210
H 6.5932 -1.1161 1.7620 0.411
H 7.8793 0.1632 0.0820 0.411
H 6.7626 0.9688 -1.9748 0.406
H 4.3809 0.5036 -2.3507 0.394
```

Calculated values
- Charge: +1
- Relative energy (zero: lowest compared OMol25 entry of this formula, charge and spin): 154.3 kJ/mol
- E_LUMO (spin up / spin down): -4.30 / -5.48 eV
- Spin multiplicity: 2
- Calculated total energy: -52714.45388 eV
- Maximum force: 0.026 Eh/bohr